(1)
This record from OMol25 describes one molecule with the formula C28H30N4O4 at a distorted geometry. The level of theory is ωB97M-V/def2-TZVPD.

As for the HOMO-LUMO gap: 8.3 eV. The value obtained for the LUMO energy is 0.0131 Ha. As for the multiplicity: 1. The HOMO energy comes out at -7.940 eV. As for the charge: 0. The structure (SMILES) is COc1ccc(NC(=O)c2ccc(-c3ccc(-c4noc(C)n4)cc3C)cc2)cc1OCCN(C)C.

Last column: Löwdin charge in e.
Atoms and positions in Å:
O 1.641 -1.813 2.343  -0.08
O -3.605 -4.884 0.220  0.08
O 1.089 6.112 -4.249  0.04
O 0.931 -1.070 5.065  -0.07
N 0.290 5.014 -4.159  0.13
N 1.687 5.060 -2.426  0.20
N 3.663 -0.628 0.157  -0.27
N -2.548 -4.225 2.089  0.14
C 2.899 7.161 -2.995  0.01
C -0.443 -3.030 2.236  0.04
C -1.040 0.828 -1.595  -0.15
C -0.986 -2.335 4.829  0.00
C 2.047 -0.357 4.586  -0.07
C -1.885 -3.130 4.148  -0.03
C -2.609 0.706 -3.567  -0.03
C 1.904 6.087 -3.185  -0.39
C -0.930 2.537 -3.271  0.03
C -1.499 1.363 -2.803  -0.20
C 2.013 -2.342 1.086  -0.16
C 3.126 -0.518 -1.182  -0.10
C -2.920 -4.058 0.788  -0.44
C -1.583 -0.424 -1.032  -0.19
C -2.672 -1.568 0.786  -0.01
C -0.049 1.490 -0.875  -0.03
C 0.522 2.651 -1.351  -0.01
C 0.181 -1.855 4.240  -0.20
C -1.861 -2.815 -1.101  -0.01
C 0.666 4.404 -3.064  -0.31
C -1.416 -1.642 -1.683  -0.02
C -2.467 -2.788 0.149  -0.16
C -2.228 -0.400 0.202  0.00
C 3.463 -1.919 0.771  -0.17
C -1.629 -3.458 2.824  -0.26
C 0.469 -2.232 2.914  -0.16
C 3.280 0.482 1.000  -0.10
C 0.082 3.179 -2.562  -0.16
H 3.504 0.399 -1.632  0.09
H 0.275 1.074 0.068  0.10
H -1.270 2.978 -4.195  0.12
H -2.381 0.547 0.699  0.12
H 1.968 -3.439 1.119  0.13
H 2.201 0.517 1.207  0.07
H 2.027 -0.484 -1.223  0.07
H -0.913 -1.672 -2.639  0.12
H 2.665 7.720 -2.090  0.09
H 1.785 0.283 3.741  0.09
H -1.725 -3.762 -1.601  0.12
H 4.026 -1.934 1.708  0.13
H -3.078 1.419 -4.240  0.08
H 2.368 0.263 5.424  0.10
H 3.473 -1.363 -1.774  0.09
H 3.893 -2.668 0.100  0.12
H -0.242 -3.333 1.222  0.11
H 2.884 7.828 -3.852  0.09
H -1.170 -2.053 5.854  0.12
H 3.811 0.407 1.948  0.09
H 2.862 -1.023 4.295  0.09
H -3.361 0.308 -2.888  0.09
H 1.332 -1.987 0.302  0.12
H 3.889 6.726 -2.876  0.09
H -3.176 -1.535 1.740  0.13
H -2.996 -4.994 2.571  0.16
H 3.568 1.411 0.509  0.09
H -2.783 -3.477 4.634  0.11
H 1.297 3.162 -0.802  0.11
H -2.228 -0.122 -4.165  0.08

(2)
This record from OMol25 describes a 7-piece molecular cluster, C14H48NO18P4 overall at a distorted geometry. The level of theory is ωB97M-V/def2-TZVPD.

As for the HOMO-LUMO gap: 9.3 eV. The value obtained for the LUMO energy is -0.1083 Ha. As for the multiplicity: 1. The HOMO energy comes out at -12.296 eV. As for the charge: +1.

Last column: Löwdin charge in e.
Atoms and positions in Å:
P 1.134 -3.390 -3.006  0.51
P -2.340 4.414 0.052  0.44
P -4.546 -2.342 -1.514  0.47
P 5.088 1.929 1.277  0.48
O -2.764 5.923 -0.077  -0.20
O -3.829 -1.410 -0.641  -0.24
O 5.260 2.092 -0.292  -0.23
O -4.002 -2.789 -2.946  -0.24
O -1.239 4.332 -1.144  -0.23
O 6.451 1.254 1.751  -0.22
O 2.663 -3.002 -3.483  -0.26
O -1.915 3.858 1.367  -0.26
O 0.732 3.300 5.788  -0.15
O 0.553 -2.815 5.271  -0.17
O -3.609 3.619 -0.603  -0.25
O -4.840 -3.798 -0.793  -0.22
O -6.043 -1.844 -1.951  -0.22
O 3.755 1.389 1.809  -0.30
O 5.481 3.463 1.732  -0.24
O 1.030 -3.205 -1.502  -0.29
O 0.894 -4.902 -3.481  -0.22
O 0.185 -2.423 -3.945  -0.23
N -0.511 -0.530 2.147  0.37
C -4.829 3.672 0.091  -0.12
C -3.359 6.334 -1.291  -0.11
C -4.641 -3.867 -3.698  -0.05
C -6.291 -0.995 -3.055  -0.12
C 4.995 4.049 2.952  -0.10
C -3.862 -4.407 -0.074  -0.17
C -0.213 -4.099 5.285  -0.10
C 6.533 -0.027 2.332  -0.10
C 3.244 -1.785 -2.953  -0.08
C 0.184 -2.439 -5.333  -0.12
C 0.986 2.235 6.847  -0.09
C 0.051 4.886 -0.974  -0.10
C 6.275 2.745 -1.042  -0.09
C 1.488 -6.033 -2.886  -0.10
H 2.346 -1.180 -2.826  0.07
H 6.613 -0.847 1.618  0.09
H -0.824 0.407 2.358  0.15
H 2.068 -6.525 -3.667  0.09
H -6.495 -0.043 -2.567  0.09
H -5.655 3.989 -0.546  0.10
H -4.148 -4.793 0.904  0.09
H -0.962 -0.875 1.312  0.16
H 1.335 -2.823 5.828  0.06
H -3.549 -5.274 -0.657  0.09
H 5.631 4.814 3.398  0.09
H 0.261 1.934 7.603  0.07
H 1.952 2.545 7.245  0.08
H 0.705 -6.706 -2.534  0.10
H 0.062 2.938 5.204  0.04
H -0.877 -2.514 -5.572  0.09
H -3.673 5.569 -2.001  0.09
H -1.108 -4.001 4.670  0.07
H 3.815 -1.286 -3.735  0.09
H 7.262 2.801 -0.582  0.10
H -4.719 4.078 1.097  0.09
H -4.098 -4.082 -4.619  0.09
H 0.401 4.807 0.055  0.09
H -5.573 -0.850 -3.863  0.09
H 0.392 -4.956 4.988  0.07
H 6.033 3.691 -1.525  0.09
H 4.013 4.499 2.811  0.09
H -5.662 -3.591 -3.962  0.09
H -2.610 6.964 -1.771  0.10
H 0.830 4.366 -1.532  0.09
H 7.316 0.053 3.086  0.10
H -4.547 -4.812 -3.164  0.09
H 6.309 2.043 -1.875  0.09
H -5.011 2.632 0.360  0.09
H 1.164 1.347 6.240  0.05
H 5.547 -0.273 2.728  0.07
H -7.209 -1.242 -3.589  0.09
H 2.262 -5.826 -2.148  0.09
H -0.396 -4.308 6.339  0.07
H 0.666 -3.361 -5.658  0.09
H 0.664 -1.586 -5.812  0.10
H 3.738 -1.991 -2.004  0.09
H -0.027 5.914 -1.327  0.09
H -4.279 6.906 -1.167  0.10
H -3.003 -3.782 0.167  0.08
H 0.458 -0.486 1.865  0.15
H -0.480 -1.040 3.019  0.14
H 4.913 3.361 3.793  0.08

(3)
This record from OMol25 describes a 11-piece molecular cluster, C29H54N12O21S overall at a distorted geometry. The level of theory is ωB97M-V/def2-TZVPD.

As for the HOMO-LUMO gap: 7.9 eV. The value obtained for the LUMO energy is -0.0072 Ha. As for the multiplicity: 1. The HOMO energy comes out at -8.082 eV. As for the charge: 0. The structure (SMILES) is CCCNN1c2ccccc2Sc2cccc(CCOCC)c21.C[N+](=O)[O-].C[N+](=O)[O-].C[N+](=O)[O-].C[N+](=O)[O-].C[N+](=O)[O-].C[N+](=O)[O-].C[N+](=O)[O-].C[N+](=O)[O-].C[N+](=O)[O-].C[N+](=O)[O-].

Last column: Löwdin charge in e.
Atoms and positions in Å:
S -2.780 3.190 -3.929  1.03
O 2.892 1.538 -1.058  0.05
O -1.885 -0.708 8.872  0.05
O 2.800 -2.739 -4.298  0.07
O 0.028 -1.093 9.786  0.07
O 2.572 3.018 0.470  0.06
O 6.472 -6.825 -6.089  0.06
O 2.887 6.432 -1.329  0.04
O 2.524 -4.872 -4.397  0.06
O -4.402 -6.084 7.024  0.08
O -2.862 -3.687 -0.667  -0.15
O -3.688 -4.052 7.089  0.03
O -2.348 -5.860 2.241  0.06
O 7.414 3.478 0.869  0.08
O 2.670 8.485 1.796  0.05
O -3.896 -0.314 3.623  0.08
O -2.868 -2.112 4.230  0.04
O -3.039 -7.890 2.051  0.07
O 4.490 6.633 -2.752  0.08
O 7.893 -5.632 -4.995  0.06
O 1.325 9.749 2.909  0.07
O 6.273 5.187 0.228  0.03
N 3.860 7.004 -1.787  -0.43
N -2.535 -6.881 1.610  -0.43
N -1.484 0.602 -2.874  -0.07
N 1.581 8.977 2.013  -0.45
N -3.439 -1.062 4.460  -0.42
N -3.881 -5.115 6.522  -0.44
N 3.109 2.618 -0.544  -0.42
N -1.041 -1.448 9.341  -0.45
N 6.782 4.487 1.084  -0.44
N -1.225 1.165 -1.552  0.03
N 2.109 -3.735 -4.295  -0.44
N 6.767 -5.904 -5.358  -0.46
C -2.909 0.585 -3.057  -0.18
C -0.456 3.184 -5.406  -0.10
C -2.791 -1.761 -2.203  -0.10
C 4.090 3.526 -1.191  0.06
C -3.592 -2.900 -1.581  -0.22
C -3.603 -0.592 -2.716  -0.13
C 6.609 4.889 2.507  0.06
C 0.638 -3.564 -4.157  0.05
C -4.985 -0.604 -2.844  -0.03
C 1.217 1.454 -5.264  -0.07
C -5.704 0.503 -3.294  -0.07
C 0.435 0.807 -4.317  -0.01
C 5.668 -5.030 -4.861  0.03
C -0.785 1.329 -3.892  -0.24
C -3.231 -2.015 1.147  -0.07
C -3.579 -0.686 5.895  0.06
C -3.627 1.683 -3.515  -0.44
C 4.293 8.245 -1.095  0.05
C 0.463 8.598 1.103  0.05
C -5.012 1.653 -3.644  -0.11
C -2.123 -6.893 0.180  0.06
C 0.768 2.658 -5.796  -0.08
C -0.124 0.450 -0.872  -0.22
C -1.230 2.523 -4.451  -0.46
C -3.448 -5.212 5.102  0.04
C -1.336 -2.907 9.367  0.05
C -0.318 0.560 0.633  -0.24
C -2.300 -2.975 0.428  -0.26
C 0.818 -0.163 1.357  -0.10
H 6.100 4.075 3.013  0.10
H 0.329 -4.096 -3.262  0.10
H -2.051 -1.356 -1.526  0.08
H -6.778 0.481 -3.384  0.10
H 0.847 -1.195 1.001  0.07
H -0.081 -0.581 -1.210  0.11
H -2.728 -6.020 5.021  0.10
H -4.103 0.261 5.949  0.10
H 0.096 9.510 0.643  0.10
H 0.175 -3.993 -5.041  0.10
H -2.317 -3.069 8.937  0.07
H -2.580 -0.608 6.313  0.09
H -3.013 -7.093 -0.409  0.11
H -3.887 -3.579 -2.380  0.13
H 4.482 3.037 -2.075  0.11
H -4.328 -5.424 4.503  0.11
H -1.414 -2.415 0.106  0.10
H -0.964 2.134 -1.697  0.11
H -4.147 -2.523 1.442  0.09
H 5.675 -5.083 -3.777  0.10
H -1.705 -5.923 -0.065  0.08
H -1.393 -7.687 0.061  0.10
H 0.766 -0.125 -3.883  0.10
H -1.300 -3.232 10.402  0.10
H -0.566 -3.401 8.781  0.10
H 1.767 0.297 1.104  0.05
H -1.272 0.127 0.933  0.09
H 7.601 5.042 2.922  0.10
H 3.570 4.448 -1.444  0.06
H -4.529 -2.535 -1.161  0.10
H -5.546 -1.484 -2.570  0.10
H -0.842 4.113 -5.799  0.10
H 0.816 0.954 -1.121  0.08
H 2.160 1.020 -5.558  0.10
H -3.004 -4.263 4.828  0.06
H -0.308 8.137 1.712  0.10
H 0.422 -2.505 -4.077  0.08
H 1.359 3.196 -6.522  0.10
H 6.023 5.800 2.537  0.09
H 3.457 8.937 -1.128  0.10
H 4.731 -5.388 -5.261  0.07
H 5.879 -4.020 -5.198  0.10
H -5.527 2.537 -3.989  0.10
H -2.237 -2.146 -3.061  0.12
H 0.847 7.904 0.362  0.08
H 5.156 8.648 -1.612  0.10
H -3.512 -1.179 0.503  0.08
H -4.135 -1.479 6.385  0.09
H 0.680 -0.190 2.434  0.07
H -0.337 1.619 0.886  0.11
H 4.875 3.723 -0.473  0.06
H 4.531 7.981 -0.070  0.09
H -1.939 -3.712 1.137  0.10
H -2.721 -1.574 1.982  0.03

(4)
This record from OMol25 describes C57H49CrN6O5 as an isolated structure. The level of theory is ωB97M-V/def2-TZVPD.

As for the HOMO-LUMO gap (alpha / beta): 4.9 / 7.3 eV. The value obtained for the LUMO energy (alpha / beta) is 0.0895 / 0.0892 Ha. As for the multiplicity: 5. The HOMO energy (alpha / beta) comes out at -2.484 / -4.862 eV. As for the charge: -1. As for the expectation value of S²: 6.039.

Last column: Löwdin charge in e.
Atoms and positions in Å:
Cr 0.728 -0.817 -0.175  0.92
O -4.005 -2.312 1.961  0.02
O -0.917 -1.836 -0.845  -0.13
O 0.543 2.585 1.804  0.07
O 1.518 -2.570 -0.032  -0.25
O -0.390 0.692 -0.701  -0.24
N -0.329 -1.160 1.474  -0.13
N -2.394 3.074 3.589  -0.08
N -1.586 -1.670 1.340  0.07
N 2.201 -0.240 -1.712  0.13
N 2.031 -0.106 1.314  0.02
N -1.106 3.470 3.180  0.04
C 2.978 -4.434 -0.203  -0.13
C -1.804 -1.962 0.070  -0.41
C -2.648 5.038 -0.153  -0.12
C -0.972 2.191 -5.262  -0.10
C 3.062 -1.134 -2.233  -0.22
C 1.426 -3.845 -2.059  -0.13
C 2.888 -4.523 1.180  0.00
C 3.243 0.441 1.206  -0.15
C -0.611 1.460 -2.986  -0.14
C -1.127 -0.139 -4.715  -0.07
C -1.272 5.210 -0.201  -0.09
C 4.248 -6.514 1.165  -0.11
C 0.200 -4.404 -1.704  -0.01
C -4.179 -2.602 0.658  -0.28
C 1.552 5.721 4.366  -0.09
C -0.642 -4.939 -2.663  -0.08
C -0.590 2.560 2.234  -0.38
C 2.730 1.270 -3.483  -0.01
C 2.097 0.977 -2.281  -0.22
C -4.664 -3.219 -2.026  -0.11
C -3.197 3.819 -0.535  -0.09
C 4.337 -6.432 -0.219  -0.10
C 3.561 0.479 3.574  -0.10
C -1.186 0.876 -5.659  -0.11
C 4.050 0.752 2.275  -0.09
C 2.325 -0.077 3.721  -0.05
C -0.453 4.178 -0.646  -0.04
C -3.418 -2.767 -1.624  -0.03
C -0.683 4.433 5.373  -0.04
C -5.433 -3.054 0.250  -0.03
C -0.992 2.960 -1.037  -0.15
C -2.374 2.791 -0.964  -0.02
C -4.076 1.388 2.811  -0.01
C -0.335 4.273 4.033  -0.18
C -0.276 -4.921 -4.005  -0.10
C 0.943 -4.375 -4.371  -0.09
C 3.520 -5.558 1.859  -0.08
C 3.429 -2.361 -1.447  -0.05
C 0.792 4.923 3.528  -0.01
C 1.789 -3.844 -3.400  -0.04
C -1.685 1.643 1.977  0.07
C -3.151 -2.457 -0.292  -0.06
C 3.525 0.316 -4.083  -0.04
C 3.704 -5.400 -0.895  -0.04
C 3.722 -0.883 -3.430  -0.03
C -0.690 2.478 -3.934  -0.04
C -3.344 4.189 3.548  -0.03
C 2.289 -3.260 -0.929  -0.48
C 0.259 -0.953 2.637  -0.09
C -2.716 1.988 2.755  -0.26
C -0.845 0.150 -3.384  0.00
C 1.332 2.061 -1.579  -0.05
C 1.202 5.897 5.699  -0.11
C -0.177 1.759 -1.534  -0.48
C 0.081 5.249 6.194  -0.10
C -5.671 -3.361 -1.078  -0.11
C 1.540 -0.378 2.581  -0.27
H 1.063 4.776 2.494  0.11
H -4.093 0.474 2.220  0.08
H -2.958 5.006 4.154  0.08
H -4.850 -3.454 -3.066  0.09
H 1.920 -0.294 4.702  0.11
H -0.092 -4.379 -0.662  0.13
H 1.663 2.158 -0.540  0.12
H -0.533 3.508 -3.628  0.12
H -6.207 -3.157 1.001  0.11
H -2.793 1.831 -1.245  0.13
H -6.653 -3.711 -1.376  0.09
H 2.738 -3.426 -3.712  0.09
H 4.155 -2.933 -2.028  0.11
H -3.502 4.542 2.525  0.08
H 3.441 -5.617 2.938  0.10
H -1.032 2.995 -5.987  0.09
H 4.894 -7.178 -0.773  0.09
H -0.833 -0.637 -2.639  0.09
H 1.240 -4.352 -5.413  0.09
H 3.756 -5.357 -1.978  0.11
H 4.396 -1.631 -3.825  0.11
H -1.300 -1.168 -5.009  0.10
H -0.831 6.148 0.114  0.10
H -0.230 -1.196 3.575  0.12
H 0.619 4.329 -0.658  0.11
H -2.610 -2.642 -2.334  0.11
H 4.161 0.710 4.446  0.09
H 2.313 -3.767 1.699  0.11
H -3.287 5.847 0.183  0.09
H -0.942 -5.326 -4.758  0.09
H 3.576 0.645 0.195  0.10
H -4.358 1.146 3.837  0.09
H 5.020 1.199 2.112  0.08
H 4.013 0.518 -5.028  0.11
H -0.199 5.364 7.234  0.10
H -1.635 0.840 1.263  0.10
H 3.943 -2.023 -0.542  0.14
H -4.286 3.856 3.980  0.09
H -1.537 3.898 5.765  0.11
H 1.799 6.529 6.344  0.09
H 4.737 -7.321 1.696  0.09
H -1.408 0.648 -6.695  0.09
H -3.050 -2.019 2.056  0.06
H 2.431 6.214 3.968  0.10
H 1.539 2.993 -2.108  0.12
H -1.598 -5.352 -2.365  0.10
H 2.583 2.244 -3.928  0.12
H -4.269 3.668 -0.492  0.10
H -4.826 2.074 2.407  0.08

(5)
This record from OMol25 describes one molecule with the formula C21H19N3O2S at a distorted geometry. The level of theory is ωB97M-V/def2-TZVPD.

As for the HOMO-LUMO gap: 8.5 eV. The value obtained for the LUMO energy is -0.0024 Ha. As for the multiplicity: 1. The HOMO energy comes out at -8.579 eV. As for the charge: 0. The structure (SMILES) is CCOC(=O)C1=C(c2ccccc2)NC(SC)=C(C#N)[C@H]1c1cccnc1.

Last column: Löwdin charge in e.
Atoms and positions in Å:
S -2.376 -3.172 0.116  0.94
O 0.920 2.303 -1.839  0.12
O 2.501 0.830 -1.235  -0.02
N -3.959 -0.552 -2.469  0.18
N -1.872 3.889 1.072  0.07
N -0.366 -1.559 0.546  0.08
C 0.618 -0.675 0.157  -0.14
C 4.833 0.983 -1.691  -0.06
C -2.552 2.081 2.461  -0.06
C 1.238 1.283 -1.268  -0.43
C -2.179 1.171 1.485  -0.01
C 2.541 -2.233 0.362  -0.02
C -4.139 -2.803 -0.083  -0.37
C -1.521 3.020 0.144  -0.09
C 4.492 -1.626 1.617  -0.08
C -1.972 -0.573 -0.878  -0.19
C 3.803 -2.540 0.839  -0.07
C -2.380 3.431 2.203  -0.16
C 3.916 -0.401 1.919  -0.08
C -1.654 1.639 0.288  -0.14
C -1.570 -1.620 -0.121  -0.53
C -1.183 0.721 -0.821  -0.16
C 1.968 -0.998 0.645  -0.17
C -3.074 -0.583 -1.735  -0.22
C 3.481 1.646 -1.874  -0.21
C 0.282 0.396 -0.599  -0.01
C 2.660 -0.086 1.437  -0.02
H 3.224 1.747 -2.935  0.13
H -0.095 -2.364 1.094  0.13
H 2.205 0.865 1.668  0.13
H 5.603 1.583 -2.167  0.08
H 4.248 -3.495 0.603  0.10
H -2.968 1.746 3.400  0.10
H -1.282 1.259 -1.770  0.15
H 5.476 -1.866 1.989  0.10
H -4.366 -1.863 0.410  0.05
H 3.460 2.645 -1.424  0.13
H -2.304 0.112 1.661  0.11
H -4.401 -2.757 -1.134  0.02
H 4.449 0.309 2.533  0.11
H 2.009 -2.943 -0.257  0.12
H -4.664 -3.620 0.403  0.04
H 4.825 -0.008 -2.136  0.08
H -2.658 4.183 2.930  0.10
H -1.100 3.436 -0.762  0.11
H 5.059 0.882 -0.633  0.07

(6)
This record from OMol25 describes one molecule with the formula C2H5O4PS at a distorted geometry. The level of theory is ωB97M-V/def2-TZVPD.

As for the HOMO-LUMO gap: 9.5 eV. The value obtained for the LUMO energy is -0.0227 Ha. As for the multiplicity: 1. The HOMO energy comes out at -10.149 eV. As for the charge: 0.

Last column: Löwdin charge in e.
Atoms and positions in Å:
S 1.042 0.758 -0.142  0.44
P -0.970 0.754 0.700  1.04
O -2.906 -0.906 0.172  0.00
O -1.968 -0.161 -1.673  0.01
O 1.039 1.295 -1.463  -0.32
O 1.960 1.460 0.711  -0.36
C -2.120 -0.258 -0.472  -0.92
C 1.496 -1.000 -0.160  -0.13
H -0.865 -0.028 1.868  0.02
H -1.432 2.059 0.945  0.01
H 0.651 -1.631 0.137  0.06
H 2.300 -1.110 0.565  0.07
H 1.772 -1.231 -1.188  0.08

The lowest charge belongs to which entry?
C57H49CrN6O5

Which of these has the highest charge?
C14H48NO18P4